{
  "formula": "C8H9BrCeI2O4SYb",
  "method": "ωB97M-V/def2-TZVPD",
  "multiplicity": 3,
  "gap_ev": [5.75, 5.19],
  "charge": 4,
  "elements": ["I", "I", "Ce", "Yb", "S", "C", "C", "C", "C", "C", "C", "C", "C", "O", "O", "O", "O", "H", "H", "H", "H", "H", "H", "H", "H", "H", "Br"],
  "xyz": [[-1.174, 2.146, 3.834], [-2.990, -1.874, 3.017], [-0.489, -2.361, 1.617], [1.198, 1.288, 2.515], [-0.358, -0.036, 0.545], [2.183, 2.323, 0.471], [3.672, 1.318, 2.712], [-0.939, 0.653, -1.162], [-2.186, -0.110, -1.580], [0.256, 0.338, -2.058], [-1.204, 2.144, -1.039], [1.281, -4.364, 1.468], [-0.206, -3.098, -0.864], [4.811, 1.313, 2.908], [2.599, 2.808, -0.483], [2.025, -5.265, 1.455], [-0.092, -3.403, -1.987], [-2.486, 0.263, -2.567], [-3.007, 0.034, -0.876], [-2.005, -1.186, -1.638], [0.028, 0.665, -3.076], [0.452, -0.735, -2.050], [1.148, 0.854, -1.693], [-1.525, 2.523, -2.018], [-0.314, 2.699, -0.723], [-1.985, 2.362, -0.308], [1.308, -1.301, 3.580]]
}



{
  "formula": "C8H9BrNO3S",
  "method": "ωB97M-V/def2-TZVPD",
  "gap_ev": 8.07,
  "de_lowest_kcal_mol": 14.15,
  "charge": -1,
  "elements": ["C", "C", "C", "C", "C", "C", "C", "C", "N", "O", "O", "O", "S", "Br", "H", "H", "H", "H", "H", "H", "H", "H", "H"],
  "xyz": [[-0.927, -1.670, -1.634], [-2.230, 2.044, -0.382], [-1.617, -2.627, -0.668], [0.819, -0.037, -0.753], [1.383, 0.691, 0.226], [-0.537, -2.043, 0.265], [1.068, 0.543, 1.712], [2.407, 1.828, -0.029], [-0.071, -1.097, -0.633], [-1.615, 1.510, -1.266], [-0.910, -1.516, -2.816], [-2.602, 3.069, 0.088], [0.159, -2.677, 1.580], [-2.859, 0.311, 0.917], [-2.681, -2.317, -0.265], [-1.403, -3.615, -0.752], [1.034, 0.211, -1.750], [0.028, 0.461, 1.733], [1.421, 1.370, 2.433], [1.245, -0.486, 2.189], [2.292, 2.490, 0.783], [2.270, 2.304, -0.955], [3.327, 1.253, -0.023]]
}



{
  "formula": "C8H9CeClO3",
  "method": "ωB97M-V/def2-TZVPD",
  "gap_ev": [7.19, 7.15],
  "de_lowest_kcal_mol": 0.00,
  "charge": 2,
  "elements": ["Cl", "C", "C", "C", "H", "C", "C", "H", "H", "H", "C", "Ce", "C", "O", "C", "O", "H", "H", "H", "O", "H", "H"],
  "xyz": [[-1.373, 2.327, -0.646], [-0.843, -1.814, -0.334], [0.568, -1.946, -0.101], [1.249, -0.997, -0.940], [1.062, -2.714, 0.492], [0.269, -0.215, -1.648], [-1.014, -0.792, -1.331], [-1.959, -0.460, -1.768], [-1.625, -2.471, 0.057], [2.323, -0.849, -1.040], [0.563, 0.961, -2.544], [-0.084, 0.389, 0.652], [2.189, 1.449, 1.870], [3.015, 1.912, 2.522], [-2.059, 2.024, 1.727], [-2.835, 2.860, 1.948], [1.513, 1.455, -2.281], [-0.219, 1.747, -2.452], [0.591, 0.593, -3.581], [-0.327, -0.907, 2.843], [-0.820, -0.672, 3.633], [-0.187, -1.878, 2.922]]
}



{
  "formula": "C8H9Cl2NO2P",
  "method": "ωB97M-V/def2-TZVPD",
  "gap_ev": 7.78,
  "de_lowest_kcal_mol": 4.60,
  "charge": 1,
  "elements": ["C", "C", "C", "C", "C", "C", "C", "C", "N", "O", "O", "P", "Cl", "Cl", "H", "H", "H", "H", "H", "H", "H", "H", "H"],
  "xyz": [[2.109, 3.099, 1.118], [2.224, 1.830, 0.509], [0.804, 3.598, 1.149], [1.054, 1.209, 0.133], [-0.290, 2.874, 0.817], [-0.300, -2.641, -0.206], [-0.556, -4.657, -1.332], [-1.286, 0.936, -0.250], [-0.173, 1.642, 0.262], [-0.206, -1.947, -1.160], [-0.455, -3.885, -0.167], [-2.899, 1.380, 0.164], [-0.195, -1.945, 1.433], [-3.951, -0.133, -0.568], [2.868, 3.562, 1.721], [3.125, 1.318, 0.205], [0.810, 4.717, 1.384], [1.211, 0.272, -0.463], [-1.331, 3.352, 0.881], [0.555, -4.712, -1.820], [-1.259, -4.315, -2.129], [-0.803, -5.647, -0.873], [-1.056, 0.092, -0.807]]
}



{
  "formula": "C8H9ClNO",
  "method": "ωB97M-V/def2-TZVPD",
  "smiles": "CC(=O)/C=[N+]1/C=CC=C[C@H]1Cl",
  "gap_ev": [6.57, 6.58],
  "de_lowest_kcal_mol": 35.83,
  "charge": 1,
  "elements": ["C", "C", "O", "C", "N", "C", "C", "C", "C", "C", "Cl", "H", "H", "H", "H", "H", "H", "H", "H", "H"],
  "xyz": [[-2.761, -0.337, -2.015], [-1.674, -0.800, -1.111], [-1.121, -1.897, -1.064], [-1.122, 0.354, -0.277], [0.000, 0.347, 0.431], [0.628, 1.516, 0.842], [1.932, 1.525, 1.189], [2.672, 0.334, 1.146], [2.062, -0.797, 0.767], [0.597, -0.902, 0.672], [0.217, -1.637, 2.395], [-2.810, 0.712, -1.731], [-2.550, -0.522, -3.062], [-3.650, -0.912, -1.752], [-1.559, 1.314, -0.548], [0.108, 2.457, 0.915], [2.302, 2.506, 1.574], [3.764, 0.232, 1.012], [2.710, -1.779, 0.658], [0.258, -1.716, -0.041]]
}



{
  "formula": "C8H9F",
  "method": "ωB97M-V/def2-TZVPD",
  "gap_ev": 8.57,
  "de_lowest_kcal_mol": 59.54,
  "elements": ["C", "C", "C", "C", "C", "C", "C", "C", "F", "H", "H", "H", "H", "H", "H", "H", "H", "H"],
  "xyz": [[-2.436, -1.602, 0.262], [-1.130, -1.443, 0.572], [-3.289, -0.519, -0.205], [-2.568, 0.584, -0.159], [-0.504, -0.209, 0.190], [0.569, 0.492, -0.074], [0.725, 1.998, -0.186], [1.791, -0.345, -0.175], [-2.769, 1.590, -0.921], [-2.957, -2.572, 0.415], [-0.529, -2.141, 1.136], [-4.352, -0.915, -0.402], [-0.077, 2.496, 0.213], [1.651, 2.265, 0.420], [0.913, 2.195, -1.335], [1.573, -1.324, 0.093], [2.311, -0.406, -1.182], [2.480, 0.187, 0.582]]
}



{
  "formula": "C8H9F2N2O",
  "method": "ωB97M-V/def2-TZVPD",
  "gap_ev": 8.99,
  "de_lowest_kcal_mol": 30.86,
  "charge": 1,
  "elements": ["C", "C", "C", "C", "C", "C", "C", "C", "N", "N", "O", "F", "F", "H", "H", "H", "H", "H", "H", "H", "H", "H"],
  "xyz": [[-3.209, 0.602, -0.089], [-2.804, -0.242, -1.108], [-2.530, 0.741, 1.109], [-1.645, -0.912, -0.822], [-1.306, 0.156, 1.368], [-0.856, -0.711, 0.324], [2.022, 0.091, -0.195], [0.467, -1.360, 0.363], [1.627, 0.932, -1.102], [3.145, 0.015, 0.452], [4.023, 1.084, 0.347], [0.911, -1.649, 1.575], [0.892, -2.213, -0.545], [-4.116, 1.205, -0.151], [-3.255, -0.518, -2.076], [-2.895, 1.468, 1.732], [-1.191, -1.500, -1.580], [-0.649, 0.348, 2.235], [0.774, 0.689, -1.598], [2.360, 1.375, -1.738], [3.390, -0.427, 1.417], [4.845, 0.827, 0.083]]
}



{
  "formula": "C8H9FINO",
  "method": "ωB97M-V/def2-TZVPD",
  "smiles": "F\\C=C/C(=C\\N=C\\I)OC1CC1",
  "gap_ev": 8.87,
  "de_lowest_kcal_mol": 34.61,
  "elements": ["F", "C", "C", "C", "C", "N", "C", "I", "O", "C", "C", "C", "H", "H", "H", "H", "H", "H", "H", "H", "H"],
  "xyz": [[-1.470, 2.304, 0.952], [-1.519, 2.261, -0.359], [-0.793, 1.459, -1.101], [-0.144, 0.348, -0.352], [-0.813, -0.429, 0.458], [-2.156, -0.485, 0.426], [-3.092, 0.231, 0.157], [-4.969, -0.744, -0.070], [1.180, 0.297, -0.718], [1.829, -0.397, 0.333], [2.046, -1.892, 0.267], [3.263, -0.864, 0.153], [-1.990, 3.111, -0.810], [-0.797, 1.539, -2.231], [-0.196, -1.196, 1.003], [-3.138, 1.282, 0.164], [1.420, -0.094, 1.256], [1.900, -2.360, -0.630], [1.828, -2.579, 1.060], [3.974, -0.961, 0.924], [3.635, -0.833, -0.879]]
}



{
  "formula": "C8H9IN2O4",
  "method": "ωB97M-V/def2-TZVPD",
  "smiles": "COC(=O)C1=CC=C[C@@](N)([N+](=O)[O-])[C@@H]1I",
  "gap_ev": 8.14,
  "de_lowest_kcal_mol": 15.85,
  "elements": ["C", "O", "C", "O", "C", "C", "C", "C", "C", "N", "N", "O", "O", "C", "I", "H", "H", "H", "H", "H", "H", "H", "H", "H"],
  "xyz": [[3.299, 1.668, -1.540], [2.060, 1.013, -1.280], [1.662, 1.193, 0.015], [2.229, 1.961, 0.808], [0.474, 0.428, 0.473], [-0.108, 0.828, 1.611], [-1.297, 0.185, 2.163], [-1.904, -0.855, 1.529], [-1.674, -1.166, 0.010], [-1.792, -2.478, -0.419], [-2.131, -0.084, -0.947], [-2.194, -0.444, -2.058], [-2.225, 1.002, -0.521], [0.170, -0.785, -0.224], [1.117, -2.557, 0.307], [3.019, 2.607, -1.153], [3.562, 1.592, -2.700], [4.021, 1.257, -0.799], [0.384, 1.579, 2.290], [-1.514, 0.403, 3.161], [-2.787, -1.341, 1.941], [-1.882, -2.543, -1.462], [-2.691, -2.890, 0.051], [0.203, -0.573, -1.256]]
}



{
  "formula": "C8H9IO3S",
  "method": "ωB97M-V/def2-TZVPD",
  "smiles": "CC1=CC[C@@]2(C=C1)[C@@](O)(I)S2(=O)=O",
  "gap_ev": 8.72,
  "de_lowest_kcal_mol": 84.19,
  "elements": ["C", "C", "C", "C", "C", "C", "C", "C", "O", "I", "S", "O", "O", "H", "H", "H", "H", "H", "H", "H", "H", "H"],
  "xyz": [[-2.522, -1.995, 0.185], [-1.566, -0.776, -0.061], [-1.024, -0.529, -1.277], [-0.105, 0.604, -1.344], [0.679, 0.752, -0.140], [-0.014, 0.650, 1.178], [-1.068, -0.143, 1.154], [2.039, 0.179, 0.169], [2.346, -0.181, 1.469], [2.661, -1.392, -1.194], [2.063, 1.895, -0.217], [2.440, 2.590, 0.969], [2.481, 2.544, -1.445], [-2.543, -2.430, 1.145], [-3.535, -1.701, -0.135], [-2.100, -2.679, -0.558], [-1.409, -0.953, -2.176], [-0.812, 1.473, -1.325], [0.464, 0.723, -2.392], [0.287, 0.973, 2.140], [-1.675, -0.163, 2.080], [2.913, 0.560, 1.776]]
}



{
  "formula": "C8H9N",
  "method": "ωB97M-V/def2-TZVPD",
  "gap_ev": 9.11,
  "de_lowest_kcal_mol": 151.65,
  "elements": ["C", "C", "C", "C", "C", "C", "C", "C", "N", "H", "H", "H", "H", "H", "H", "H", "H", "H"],
  "xyz": [[2.384, 1.119, -0.502], [1.859, 1.294, 0.653], [0.347, -0.555, -1.111], [-0.133, -0.297, 0.065], [1.925, -0.312, -0.607], [1.223, -0.105, 0.857], [-2.662, -0.211, -0.272], [-1.473, 0.000, 0.616], [2.256, -1.048, 0.546], [3.082, 1.606, -1.090], [1.588, 2.029, 1.435], [0.058, -1.073, -2.039], [-2.835, 0.353, -1.220], [-3.649, 0.123, 0.268], [-2.956, -1.296, -0.590], [-1.517, -0.685, 1.381], [-1.430, 1.056, 1.115], [1.936, -1.997, 0.495]]
}



{
  "formula": "C8H9N2O2",
  "method": "ωB97M-V/def2-TZVPD",
  "gap_ev": 5.97,
  "de_lowest_kcal_mol": 147.94,
  "charge": 1,
  "elements": ["C", "C", "C", "C", "C", "C", "C", "C", "N", "N", "O", "O", "H", "H", "H", "H", "H", "H", "H", "H", "H"],
  "xyz": [[-1.158, 2.631, 0.274], [0.283, 2.637, 0.139], [-1.781, 1.434, 0.336], [0.992, 1.502, -0.109], [-1.055, 0.227, 0.134], [0.368, 0.254, -0.059], [1.675, -1.850, 0.557], [-1.798, -1.011, 0.018], [1.232, -0.875, -0.279], [2.773, -2.472, 0.276], [-3.877, -2.153, -0.070], [-3.120, -1.001, 0.177], [-1.817, 3.431, 0.446], [0.757, 3.536, 0.167], [-2.792, 1.509, 0.545], [2.008, 1.443, -0.296], [-1.344, -1.900, -0.195], [1.951, -0.637, -0.840], [3.081, -3.062, 0.997], [3.195, -2.226, -0.619], [-4.579, -1.920, -0.704]]
}



no.,largest force on an atom (eV/Å)
1,7.596
2,5.136
3,5.024
4,4.481
5,3.998
6,4.867
7,4.459
8,4.838
9,5.229
10,4.102
11,5.259
12,4.537